Model one:
Entry from OMol25: a cluster of 3 separate species, C3H13N4 in total (ωB97M-V with the def2-TZVPD basis set).

Values from the calculation:
frontier orbital gap (spin up / spin down) = 7.598 / 7.598 eV
HOMO energy (spin up / spin down) = -13.5 / -13.5 eV
molecular weight = 105.16 g/mol
charge = +1

```
20
Properties=species:S:1:pos:R:3:nbo_charge:R:1
C -0.457 -1.713 0.266 -0.379
H 2.057 2.859 0.668 0.364
H 1.743 2.308 -0.941 0.354
H -0.304 -2.085 1.294 0.254
C 1.357 -0.060 -0.059 0.491
H -1.716 0.486 0.787 0.447
N -3.215 0.273 -0.235 -1.080
H 2.471 -1.634 -0.860 0.259
H -2.911 1.172 -0.633 0.377
H 3.322 -0.093 -0.739 0.284
H -2.972 -0.467 -0.891 0.358
C 2.594 -0.818 -0.234 -0.725
N 0.170 -0.309 0.344 -0.151
H -4.207 0.296 -0.292 0.390
H -1.379 -1.522 -0.200 0.233
H -0.202 1.505 0.717 0.430
H 0.070 -2.259 -0.381 0.213
N 1.413 2.535 -0.034 -0.748
H 2.895 -1.110 0.684 0.259
N -0.730 0.635 0.738 -0.631
```

---

Model two:
Entry from OMol25: the ion C3H13N4 with charge +1 (ωB97M-V with the def2-TZVPD basis set).

Values from the calculation:
structure (SMILES) = C[C@H]([NH3+])N(C)NN
frontier orbital gap = 10.293 eV
HOMO energy = -13.4 eV
molecular weight = 105.16 g/mol
charge = +1

```
20
Properties=species:S:1:pos:R:3:nbo_charge:R:1
H 0.970 -1.477 -1.294 0.417
H -2.184 0.570 1.580 0.377
H -0.264 1.292 -1.552 0.202
H 1.354 -2.431 -0.073 0.428
N 0.665 -1.728 -0.334 -0.790
H -1.192 2.100 -0.194 0.222
H -0.292 -2.143 -0.475 0.442
N -2.365 -0.216 -0.323 -0.700
H 1.903 0.545 -0.751 0.218
C 0.755 -0.328 0.629 0.182
H 2.968 -0.374 0.603 0.255
H 0.857 -0.846 1.597 0.215
C -0.337 1.567 -0.471 -0.449
H -3.046 0.549 -0.582 0.378
H -2.804 -1.215 -0.391 0.384
C 2.100 0.262 0.273 -0.670
H 0.487 2.252 -0.472 0.224
N -1.711 -0.088 0.877 -0.311
H 2.384 1.207 0.814 0.273
N -0.247 0.501 0.539 -0.297
```

---

Referenced to the most stable arrangement, the calculated values in hartree are model one 0.1195; model two 0.0000.

---

Model one:
Entry from OMol25: a cluster of 2 separate species, C3H6NO3 in total (ωB97M-V with the def2-TZVPD basis set).

Values from the calculation:
frontier orbital gap = 8.880 eV
HOMO energy = -4.7 eV
molecular weight = 104.08 g/mol
charge = -1

```
13
Properties=species:S:1:pos:R:3:nbo_charge:R:1
C 0.883 -2.183 0.131 0.198
H 0.428 -0.331 0.367 0.521
O 0.409 -1.203 0.893 -0.710
H 0.151 3.365 -0.937 0.362
H 1.456 -4.182 -0.165 0.182
H 1.120 -1.910 -0.888 0.147
C 1.072 -3.448 0.526 -0.620
H -1.539 3.388 -0.721 0.361
N -0.650 2.999 -0.464 -0.902
O -1.755 1.046 -0.133 -0.768
H 0.847 -3.744 1.546 0.185
O 0.494 1.079 -0.317 -0.826
C -0.661 1.593 -0.320 0.868
```

---

Model two:
Entry from OMol25: a cluster of 2 separate species, C3H6NO3 in total (ωB97M-V with the def2-TZVPD basis set).

Values from the calculation:
frontier orbital gap = 8.640 eV
HOMO energy = -4.4 eV
molecular weight = 104.08 g/mol
charge = -1

```
13
Properties=species:S:1:pos:R:3:nbo_charge:R:1
H 0.949 -1.225 0.058 0.155
C -0.452 -0.406 -1.391 -0.331
H 0.047 1.579 -1.757 0.331
C -0.125 -1.325 -0.238 0.450
O 1.523 0.144 1.743 -0.757
O -0.873 -2.180 0.228 -0.594
H -1.598 -0.262 -1.341 0.176
H -0.140 -0.888 -2.354 0.189
H 0.204 1.092 -0.145 0.414
C 0.415 0.682 1.997 0.632
O -0.661 0.790 1.314 -0.795
H 0.348 1.178 3.024 0.006
N 0.362 0.821 -1.138 -0.875
```

---

Referenced to the most stable arrangement, the calculated values in hartree are model one 0.0000; model two 0.0441.

---

Model one:
Entry from OMol25: a cluster of 2 separate species, Cl2HNS in total (ωB97M-V with the def2-TZVPD basis set).

Values from the calculation:
structure (SMILES) = S=NCl.Cl
frontier orbital gap = 7.508 eV
HOMO energy = -9.3 eV
molecular weight = 117.99 g/mol

```
5
Properties=species:S:1:pos:R:3:nbo_charge:R:1
Cl -1.561 0.587 -0.195 0.114
N -1.620 -0.611 1.073 -0.555
Cl 2.483 0.490 -0.641 -0.260
S -1.565 -2.129 0.795 0.441
H 2.264 1.663 -1.032 0.260
```

---

Model two:
Entry from OMol25: a cluster of 2 separate species, Cl2HNS in total (ωB97M-V with the def2-TZVPD basis set).

Values from the calculation:
frontier orbital gap = 9.157 eV
HOMO energy = -10.8 eV
molecular weight = 117.99 g/mol

```
5
Properties=species:S:1:pos:R:3:nbo_charge:R:1
Cl 3.277 -0.522 -0.817 -0.264
H 2.297 -1.198 -1.269 0.264
N -2.081 1.923 1.158 -0.621
Cl -1.760 -1.156 0.752 -0.385
S -1.734 0.953 0.177 1.006
```

---

Referenced to the most stable arrangement, the calculated values in hartree are model one 0.0370; model two 0.0000.

---

Model one:
Entry from OMol25: a structure of composition C2H7N4 (ωB97M-V with the def2-TZVPD basis set).

Values from the calculation:
frontier orbital gap (spin up / spin down) = 9.605 / 9.606 eV
HOMO energy (spin up / spin down) = -13.6 / -13.6 eV
molecular weight = 87.11 g/mol
charge = +1

```
13
Properties=species:S:1:pos:R:3:nbo_charge:R:1
H -2.140 -0.313 0.769 0.405
N 0.547 0.987 -0.107 -0.363
N -0.756 -1.456 -0.208 -0.503
H -0.626 -1.994 0.678 0.366
H -0.992 2.096 -0.846 0.251
H 3.168 0.104 0.214 0.433
C 1.244 0.016 -0.046 0.660
C -0.746 1.311 -0.051 -0.179
H -0.963 1.644 1.084 0.227
N 2.396 -0.516 0.065 -0.773
N -1.564 -0.450 -0.109 -0.377
H -2.173 -0.169 -0.909 0.416
H 2.606 -1.260 -0.535 0.437
```

---

Model two:
Entry from OMol25: the ion C2H7N4 with charge +1 (ωB97M-V with the def2-TZVPD basis set).

Values from the calculation:
frontier orbital gap (spin up / spin down) = 9.182 / 9.183 eV
HOMO energy (spin up / spin down) = -13.9 / -13.9 eV
molecular weight = 87.11 g/mol
charge = +1

```
13
Properties=species:S:1:pos:R:3:nbo_charge:R:1
N 1.666 0.127 -0.263 -0.547
H 2.646 -0.053 0.053 0.429
H -1.297 1.924 -0.716 0.218
N 0.563 -0.153 0.637 -0.436
H 0.231 -1.929 -0.430 0.204
N -1.594 -0.958 -0.206 0.033
C -1.397 1.320 0.089 -0.085
N -1.902 0.186 -0.230 0.003
H -0.448 -1.796 1.167 0.237
H -1.572 1.749 1.098 0.265
H 1.573 -0.257 -1.320 0.412
C -0.139 -1.271 0.359 -0.165
H 1.670 1.111 -0.238 0.430
```

---

Referenced to the most stable arrangement, the calculated values in hartree are model one 0.0000; model two 0.0459.

---

Model one:
Entry from OMol25: a structure of composition C4H10NS (ωB97M-V with the def2-TZVPD basis set).

Values from the calculation:
frontier orbital gap = 9.256 eV
HOMO energy = -13.9 eV
molecular weight = 104.20 g/mol
charge = +1

```
16
Properties=species:S:1:pos:R:3:nbo_charge:R:1
H -0.967 2.063 -1.512 0.446
H 0.137 0.105 1.453 0.260
C 1.954 -1.007 0.419 -0.617
H 2.771 -0.310 0.464 0.242
C 0.543 -0.365 0.516 -0.256
H 1.903 -1.514 -0.576 0.219
C -0.536 -0.879 -0.277 -0.104
H -0.345 2.421 0.069 0.452
H -0.732 -1.736 -1.026 0.290
H 2.277 -1.768 1.275 0.260
C 0.000 0.395 -0.756 -0.155
H -1.642 1.343 -0.134 0.447
N -0.740 1.733 -0.586 -0.725
H 0.571 0.378 -1.719 0.256
S -2.676 -0.371 0.555 -0.161
H -2.519 -0.489 1.835 0.146
```

---

Model two:
Entry from OMol25: the ion C4H10NS with charge +1 (ωB97M-V with the def2-TZVPD basis set).

Values from the calculation:
frontier orbital gap (spin up / spin down) = 7.968 / 7.961 eV
HOMO energy (spin up / spin down) = -12.4 / -12.5 eV
molecular weight = 104.20 g/mol
charge = +1

```
16
Properties=species:S:1:pos:R:3:nbo_charge:R:1
H 3.562 -1.208 -0.315 0.253
H 0.350 0.257 1.477 0.229
S 2.015 0.571 -0.328 0.283
C -2.318 -0.464 -0.189 -0.696
N -0.630 1.432 -0.129 -0.524
H 2.052 -1.798 0.273 0.232
C 2.722 -1.007 0.288 -0.682
H -1.104 1.924 0.611 0.450
H 3.048 -0.747 1.228 0.228
H -2.119 -0.880 0.819 0.252
H -3.297 0.259 -0.291 0.245
C 0.448 0.633 0.532 -0.213
H -2.558 -1.353 -0.748 0.267
C -1.162 0.266 -0.810 0.017
H -0.288 2.075 -0.712 0.428
H -0.722 0.041 -1.707 0.233
```

---

Referenced to the most stable arrangement, the calculated values in hartree are model one 0.0000; model two 0.0374.

---

Model one:
Entry from OMol25: the molecule C16H14N2O2S (ωB97M-V with the def2-TZVPD basis set).

Values from the calculation:
structure (SMILES) = CC(=O)Nc1nc(COc2ccc3ccccc3c2)cs1
frontier orbital gap = 8.442 eV
HOMO energy = -8.0 eV
molecular weight = 298.37 g/mol

```
35
Properties=species:S:1:pos:R:3:nbo_charge:R:1
H 0.947 0.954 -2.711 0.212
C 4.178 -0.960 -1.181 -0.228
C 1.249 0.974 1.134 -0.267
C 3.345 -0.316 0.981 -0.184
C -3.772 1.516 -0.644 -0.461
H -3.503 -2.628 -0.672 0.417
H -0.089 -2.799 1.649 0.237
H 5.129 -1.434 0.688 0.213
O -0.725 2.190 1.357 -0.497
H -1.897 3.395 0.133 0.185
C -2.709 1.413 0.196 0.117
C -0.782 -2.091 1.205 -0.721
C -1.834 -2.843 0.457 0.702
S -4.297 -0.047 -1.158 0.351
H -4.275 2.396 -0.985 0.243
C 1.031 0.957 -1.633 -0.167
C 0.079 1.584 -0.879 -0.299
C -2.993 -0.733 -0.177 0.281
C 0.177 1.588 0.527 0.389
H 3.425 -0.302 2.058 0.209
N -2.823 -2.081 -0.154 -0.633
C 2.132 0.310 -1.038 -0.083
H 3.032 -0.356 -2.873 0.208
H 1.317 0.989 2.210 0.220
C 2.242 0.329 0.378 -0.051
H -2.541 2.908 1.716 0.215
C 3.123 -0.347 -1.796 -0.166
C -1.978 2.558 0.843 -0.091
C 4.288 -0.944 0.219 -0.206
H 4.935 -1.461 -1.766 0.213
H -1.238 -1.474 1.974 0.252
N -2.291 0.144 0.445 -0.505
O -1.886 -4.042 0.339 -0.577
H -0.748 2.074 -1.370 0.220
H -0.250 -1.424 0.530 0.254
```

---

Model two:
Entry from OMol25: the molecule C16H14N2O2S (ωB97M-V with the def2-TZVPD basis set).

Values from the calculation:
structure (SMILES) = Cc1cccc(-c2nc(CNC(=O)c3ccco3)cs2)c1
frontier orbital gap = 8.602 eV
HOMO energy = -8.5 eV
molecular weight = 298.37 g/mol

```
35
Properties=species:S:1:pos:R:3:nbo_charge:R:1
S -1.556 2.686 0.778 0.392
C -3.466 0.239 0.520 -0.216
H -5.596 -1.188 2.187 0.223
H 2.786 -1.753 -0.534 0.222
O 4.357 2.066 0.345 -0.604
H -1.073 -1.068 -1.477 0.229
H 2.554 3.171 -0.638 0.249
H 2.197 0.291 -1.114 0.405
C -2.941 -2.013 -0.995 -0.185
N 2.700 1.132 -0.880 -0.597
H 4.556 -3.547 0.396 0.231
H 0.381 4.165 0.607 0.245
C 3.801 1.077 -0.087 0.628
C -2.004 -1.001 -0.937 -0.213
C 0.610 2.275 -0.485 0.121
H -3.664 1.124 1.110 0.208
C 4.653 -2.481 0.414 -0.325
H 1.885 2.548 -2.172 0.207
C -2.262 0.139 -0.174 -0.016
C 1.977 2.364 -1.094 -0.251
C -4.409 -0.774 0.465 0.003
C -5.691 -0.668 1.233 -0.630
H -5.938 0.370 1.437 0.217
O 5.474 -0.450 0.775 -0.357
H 6.610 -2.055 1.387 0.206
C 4.282 -0.299 0.166 0.156
C 3.730 -1.535 -0.077 -0.265
H -6.510 -1.127 0.683 0.219
H -4.862 -2.700 -0.351 0.210
C 5.693 -1.756 0.919 0.117
C 0.005 3.213 0.295 -0.434
C -4.134 -1.903 -0.299 -0.212
N -0.125 1.157 -0.699 -0.466
C -1.278 1.195 -0.117 0.069
H -2.744 -2.895 -1.586 0.213
```

---

Referenced to the most stable arrangement, the calculated values in hartree are model one 0.0000; model two 0.0112.